The following is a DFT calculation (ωB97M-V with the def2-TZVPD basis set) of a structure of composition C25H37O6PtS.

As for the net charge: +1. The energy relative to the best compared isomer or geometry (same formula, charge and spin) is 98.56 kJ/mol. As for the total energy: -52883.2832 eV.

XYZ file:
```
70
C25H37O6PtS (ωB97M-V with the def2-TZVPD basis set)
Pt 0.47 -0.19 0.72
C -2.17 0.82 -1.33
O -1.17 1.23 -0.39
C -1.65 2.21 0.53
C -2.43 1.58 1.65
O -1.52 0.76 2.34
C -2.09 -0.12 3.30
C -2.74 -1.33 2.67
O -1.76 -2.01 1.91
C -2.31 -3.12 1.23
H -2.54 1.70 -1.85
H -1.72 0.14 -2.03
H -3.00 0.32 -0.83
H -0.78 2.73 0.92
H -2.28 2.93 -0.01
H -2.83 2.36 2.31
H -3.27 1.01 1.26
H -1.27 -0.44 3.93
H -2.82 0.41 3.92
H -3.13 -1.97 3.47
H -3.59 -1.05 2.03
H -2.74 -3.84 1.93
H -3.07 -2.81 0.51
H -1.49 -3.60 0.68
C 1.04 -3.37 -2.24
S 0.23 -1.82 -2.28
O -0.55 -1.69 -3.47
O 1.43 -0.82 -2.28
O -0.44 -1.65 -1.00
H 1.49 -3.55 -3.22
H 0.29 -4.12 -2.02
H 1.80 -3.34 -1.46
C 1.29 0.31 6.33
C 1.69 1.22 5.36
C 1.80 0.81 4.04
C 1.52 -0.50 3.68
C 1.12 -1.40 4.66
C 1.01 -1.00 5.99
C 1.65 -0.98 2.29
C 2.23 -0.26 1.25
C 3.45 0.38 0.87
C 3.44 1.48 0.01
C 4.63 2.07 -0.38
C 5.83 1.56 0.09
C 5.86 0.48 0.95
C 4.67 -0.11 1.35
H 1.21 0.63 7.36
H 1.91 2.24 5.63
H 2.09 1.53 3.28
H 0.90 -2.43 4.39
H 0.70 -1.71 6.74
H 1.45 -2.04 2.14
H 2.49 1.87 -0.33
H 4.62 2.93 -1.04
H 6.76 2.03 -0.21
H 6.80 0.09 1.32
H 4.67 -0.96 2.02
C 3.41 -1.18 -4.54
C 3.09 0.11 -3.79
C 3.39 1.34 -4.63
C 1.64 0.15 -3.37
H 4.47 -1.22 -4.80
H 2.84 -1.24 -5.47
H 3.19 -2.06 -3.94
H 3.69 0.15 -2.88
H 2.72 1.40 -5.49
H 4.41 1.31 -5.02
H 3.28 2.26 -4.06
H 0.96 -0.09 -4.19
H 1.37 1.12 -2.95
```